[1]
The following is a DFT calculation (ωB97M-V/def2-TZVPD) of a gas-phase ion, C7H13ClN (charge +1) at a distorted geometry.

```
22
Properties=species:S:1:pos:R:3:nbo_charge:R:1
C 0.22 -1.35 1.53 0.483
C 0.91 0.88 -0.08 -0.485
C 1.03 -0.57 -0.59 -0.223
C -0.42 1.51 0.00 0.091
C -1.48 1.21 -0.96 -0.674
C -0.68 2.50 1.03 -0.667
C 0.55 -2.92 -0.33 -0.427
N 0.55 -1.62 0.31 -0.358
Cl -0.34 -2.57 2.54 0.211
H 1.44 0.97 0.87 0.228
H 1.47 1.48 -0.81 0.251
H 0.51 -0.70 -1.54 0.236
H 2.10 -0.76 -0.77 0.241
H -1.10 0.95 -1.95 0.213
H -2.20 2.02 -1.02 0.244
H -2.04 0.34 -0.60 0.212
H -0.21 3.44 0.73 0.234
H -0.23 2.24 1.99 0.216
H -1.74 2.70 1.15 0.231
H 0.40 -3.69 0.41 0.239
H 1.50 -3.09 -0.83 0.251
H -0.25 -2.97 -1.07 0.252
```

Summary:
2S+1 = 3
HOMO-LUMO gap (alpha / beta) = 0.1994 / 0.2952 Eh
⟨S²⟩ = 2.01
total charge = +1

***

[2]
The following is a DFT calculation (ωB97M-V/def2-TZVPD) of a gas-phase ion, C2H7IN (charge +1) at a distorted geometry.

```
11
Properties=species:S:1:pos:R:3:nbo_charge:R:1
C 0.51 -0.72 0.87 -0.679
C 0.73 0.11 -0.43 -0.209
N -0.52 0.95 -0.71 -0.734
I 2.42 1.45 -0.24 0.209
H 0.30 -0.13 1.84 0.248
H -0.20 -1.65 0.80 0.252
H 1.41 -1.14 1.05 0.254
H 1.01 -0.62 -1.27 0.271
H -0.69 1.58 -1.50 0.465
H -1.20 0.13 -0.76 0.463
H -0.45 1.53 0.14 0.460
```

Summary:
SMILES string = C[C@@H]([NH3+])I
2S+1 = 1
HOMO-LUMO gap = 0.3690 Eh
total charge = +1